{
  "formula": "ClH2OPS2",
  "method": "ωB97M-V with the def2-TZVPD basis set",
  "e_homo_ev": -9.3,
  "e_tot_ha": -1674.349073,
  "gap_ev": 8.2,
  "relative_energy_kj_mol": 222.18,
  "symbols": ["O", "P", "S", "S", "Cl", "H", "H"],
  "coordinates": [[-0.97912, 0.49818, 0.94292], [0.97085, -0.32063, -0.90235], [2.43529, -0.13241, 0.38644], [-0.22795, -1.90778, -1.11317], [0.71104, 1.19555, -2.19465], [-1.93317, 0.61735, 0.77474], [-0.97695, 0.04974, 2.10607]],
  "forces_ev_per_a": [[-0.4197, -1.8046, 5.5901], [-0.2117, -2.3238, 1.4315], [-1.4329, 0.0835, -1.5184], [1.6451, 2.2503, -0.1594], [-0.0061, -0.2378, 0.2274], [0.4634, -0.1463, 0.1638], [-0.0382, 2.1786, -5.7349]],
  "mulliken_charge": [-0.629, 0.612, -0.264, -0.261, -0.124, 0.313, 0.353]
}

{
  "formula": "ClH30O19",
  "method": "ωB97M-V with the def2-TZVPD basis set",
  "e_homo_ev": -7.3,
  "e_tot_ha": -1907.549996,
  "gap_ev": 9.4,
  "relative_energy_kj_mol": 70.58,
  "charge": -1,
  "symbols": ["Cl", "O", "O", "O", "O", "O", "H", "H", "O", "H", "H", "O", "H", "H", "O", "H", "H", "O", "H", "H", "O", "H", "H", "O", "H", "H", "O", "H", "H", "O", "H", "H", "O", "H", "H", "O", "H", "H", "O", "H", "H", "O", "H", "H", "O", "H", "H", "O", "H", "H"],
  "coordinates": [[0.05760, -0.35785, -0.22457], [0.05948, 1.07127, 0.10228], [-0.51487, -0.56293, -1.58998], [1.44794, -0.87345, -0.20992], [-0.73320, -1.06287, 0.76422], [1.48320, 0.60104, -3.44946], [2.22075, 1.20055, -3.48766], [0.87420, 0.76136, -2.68372], [-0.63004, 2.37343, -2.43947], [-0.31957, 2.92101, -1.69806], [-1.44072, 2.04221, -2.12167], [1.68432, 0.95022, 2.12105], [1.09217, 0.93857, 1.30366], [1.10693, 0.91522, 2.86417], [2.82171, 2.14355, -0.45299], [2.96706, 2.53918, 0.42493], [1.93535, 2.31125, -0.80750], [-2.17035, 1.16722, 1.85673], [-1.38300, 1.67962, 1.64510], [-1.90315, 0.25607, 1.70856], [2.04920, -3.33165, -0.32677], [2.82136, -3.53723, 0.19447], [1.92186, -2.37994, -0.30894], [3.72530, -0.12656, -1.40962], [3.14252, -0.79807, -1.72061], [3.03144, 0.49531, -1.21887], [-0.26595, 3.23407, 1.99368], [-0.34371, 4.16256, 2.21756], [0.58644, 2.96638, 2.27192], [-3.03173, 1.21859, -1.38716], [-2.92725, 0.53525, -0.74407], [-3.77898, 0.94814, -1.91136], [-1.80078, -3.81451, 1.76289], [-1.70284, -3.73357, 0.78993], [-1.56235, -4.72345, 1.95615], [-1.71956, -1.44370, 3.65368], [-1.99232, -2.30557, 3.40938], [-0.76835, -1.37765, 3.54597], [0.83921, -2.14773, 2.76670], [0.49600, -3.01367, 2.44778], [0.41313, -1.62329, 2.09837], [0.73000, 3.87815, -0.68225], [1.35704, 4.46425, -1.07066], [0.99509, 3.80594, 0.21849], [-2.31880, -1.21941, -3.20169], [-1.62246, -0.85436, -2.66870], [-3.17926, -1.03663, -2.80593], [-1.38692, -3.28608, -0.93849], [-0.86550, -3.59489, -1.70291], [-1.49764, -2.37537, -0.85465]],
  "forces_ev_per_a": [[1.0623, -0.7124, -2.1694], [-0.0823, -1.1636, -0.8767], [1.6152, 0.6267, 3.1805], [-2.6317, 1.8555, 0.0880], [-0.0280, 0.2251, -0.6408], [-0.9542, -0.9304, 0.3834], [0.1065, 0.4565, 0.5289], [0.8358, 0.4831, -1.2173], [1.6281, 1.0412, -0.4090], [-0.0436, -0.2097, -0.4033], [-1.8124, -0.9559, 0.4831], [0.2208, 0.6122, -1.4253], [1.1100, 0.2784, 1.5845], [-0.7577, -0.2980, 0.9206], [0.5598, 0.3645, -0.0428], [-0.6200, -0.4941, -0.5903], [0.1260, 0.3388, 0.7073], [-0.3093, 0.0605, -0.0100], [-0.2177, 0.1712, -0.0142], [-0.1005, -0.1856, 0.3239], [-0.1139, -1.2529, -0.4074], [0.2370, 0.1625, 0.1904], [0.0732, 0.0335, 0.2225], [0.7774, -0.1027, -0.2874], [-0.1540, -1.4705, -0.7152], [0.2644, 1.0827, 0.7069], [-1.0304, 0.7568, -0.5948], [-0.1972, 0.1357, 0.1186], [1.5814, -0.7451, 0.6292], [-0.0615, 0.8042, -0.4534], [0.2442, -0.5497, 1.0117], [-0.3682, 0.0083, -0.3698], [0.0185, -0.0780, -0.0596], [0.1466, 0.0221, 0.1828], [-0.0235, -0.1121, -0.0170], [-0.4674, 1.8952, 0.8612], [0.0071, -1.3553, -0.6801], [0.1685, -0.6132, 0.0164], [0.0003, -1.4995, 0.1483], [0.4048, 0.4644, 0.5759], [0.0290, 0.8453, -0.6490], [-0.7871, 0.2045, -0.4514], [0.7243, 0.6833, -0.7041], [-0.1467, -0.2503, 1.2537], [-1.3525, -0.8454, -1.3428], [-0.0879, 0.4711, 0.3675], [0.5837, 0.0413, 0.0686], [0.0057, -3.6042, 0.0174], [-0.3905, 1.0619, 0.6079], [0.2076, 2.2423, -0.6483]],
  "mulliken_charge": [1.275, -0.285, -0.869, -0.685, -0.427, -0.645, 0.301, 0.214, -0.651, 0.400, 0.348, -0.743, 0.393, 0.331, -0.714, 0.297, 0.518, -0.711, 0.404, 0.400, -0.676, 0.284, 0.505, -0.716, 0.400, 0.297, -0.621, 0.252, 0.295, -0.582, 0.285, 0.245, -0.569, 0.332, 0.276, -0.670, 0.273, 0.348, -0.748, 0.395, 0.230, -0.612, 0.251, 0.280, -0.654, 0.558, 0.244, -0.694, 0.303, 0.341]
}

{
  "formula": "ClH34O21",
  "method": "ωB97M-V with the def2-TZVPD basis set",
  "e_homo_ev": -7.1,
  "e_tot_ha": -2060.455506,
  "gap_ev": 9.1,
  "relative_energy_kj_mol": 45.31,
  "charge": -1,
  "symbols": ["Cl", "O", "O", "O", "O", "O", "H", "H", "O", "H", "H", "O", "H", "H", "O", "H", "H", "O", "H", "H", "O", "H", "H", "O", "H", "H", "O", "H", "H", "O", "H", "H", "O", "H", "H", "O", "H", "H", "O", "H", "H", "O", "H", "H", "O", "H", "H", "O", "H", "H", "O", "H", "H", "O", "H", "H"],
  "coordinates": [[0.17108, 0.08310, 0.17118], [0.49756, -1.33687, 0.52424], [-1.24184, 0.44163, 0.54548], [1.10706, 1.05125, 0.81875], [0.29009, 0.26490, -1.30676], [-2.30013, -1.55370, 2.08058], [-2.15060, -0.74210, 1.59756], [-2.10768, -2.20615, 1.41649], [-0.50331, 1.24577, 3.29224], [-0.65979, 0.35676, 3.68552], [-0.34677, 1.11880, 2.37561], [3.01255, 2.29673, 2.01359], [3.84755, 2.01875, 1.63833], [2.38383, 1.65854, 1.70838], [0.31470, 0.37027, -4.00912], [0.22793, 0.55690, -3.04887], [-0.22113, -0.40220, -4.21171], [3.33902, -1.09937, 0.91848], [4.08281, -0.54480, 0.73121], [3.66750, -1.96182, 1.01070], [-0.78973, 3.16565, 0.55711], [-1.36258, 3.93369, 0.49455], [-1.45711, 2.50618, 0.38236], [1.22791, -3.90052, 0.99647], [1.02297, -2.99061, 0.74513], [2.07059, -3.86832, 1.42444], [2.78118, 0.90975, -2.03639], [2.76150, 0.55844, -2.91915], [2.06568, 0.57920, -1.51963], [-2.87776, -0.66471, -1.72918], [-3.55754, -1.11192, -1.12679], [-2.08544, -0.51282, -1.22736], [2.43006, -1.88780, -1.78922], [2.50196, -1.42665, -0.95661], [2.57579, -2.79991, -1.60190], [-1.81099, -3.26725, 0.19853], [-1.13352, -3.81892, 0.55696], [-1.60677, -3.24826, -0.74430], [0.14318, -1.85117, 3.53689], [-0.08812, -2.25838, 4.36339], [-0.68571, -1.66220, 3.02187], [-0.70642, 2.83131, -2.86857], [-1.42664, 3.25142, -2.38691], [0.06871, 3.04147, -2.32111], [-3.10103, 2.34511, 2.63787], [-3.07542, 3.28269, 2.76352], [-2.20305, 2.00320, 2.72266], [-0.39813, -2.83089, -2.22159], [0.24236, -2.52083, -1.60957], [-0.00076, -3.73368, -2.22308], [1.39532, 3.20303, -1.20538], [0.77488, 3.09399, -0.48159], [1.93606, 2.42343, -1.36846], [-2.94201, 2.27782, -1.45698], [-3.52169, 1.84541, -0.80270], [-2.57812, 1.48667, -1.75716]],
  "forces_ev_per_a": [[0.7107, 0.4373, -0.7961], [-1.0930, 3.2833, -0.5546], [2.2958, -0.9266, -0.4912], [-2.3558, -2.5554, -1.2820], [-0.5370, -0.8508, 3.0031], [-0.2927, 0.5800, 1.4871], [-0.0143, 0.5422, -0.0177], [0.0604, -0.8506, -0.7951], [-0.8235, -0.3542, 2.0151], [0.3982, 0.8037, -0.5740], [0.4899, -0.1926, -1.1278], [0.9734, 0.8287, 0.6663], [0.1569, 0.0461, -0.1111], [-0.4965, -0.5161, -0.1001], [0.3921, 0.0640, 0.1887], [-0.3433, -0.1576, -1.2843], [0.0051, 0.0217, 0.4018], [-1.3593, 1.3144, -0.0976], [0.6994, 0.5002, -0.2216], [0.8400, -1.7740, 0.2631], [-0.2476, 0.7141, 0.2807], [0.3259, 0.5922, -0.0003], [-0.1313, -0.9478, -0.2795], [-0.6601, -0.4684, -0.8386], [0.0794, 0.1263, 0.3292], [0.5576, 0.0853, 0.5419], [2.0056, 1.2549, 0.3767], [-0.5854, -0.4460, -0.3861], [-0.9533, -0.7590, -0.1597], [-2.3129, -0.9648, 0.4113], [1.8049, 1.0075, -1.0739], [0.4829, -0.1614, 0.6664], [-0.3202, 0.3646, -0.9816], [0.2472, 0.1869, 0.6811], [0.2623, -1.0007, 0.3366], [-0.7789, -0.2600, -0.4967], [0.8380, -0.6771, 0.6226], [0.0315, 0.4282, -0.4251], [-0.0759, 0.6558, -0.8568], [-0.4704, -0.2092, 0.3406], [0.3444, -0.5990, 0.5479], [-0.3522, 0.2880, -0.1927], [-0.0666, -0.1261, -0.0916], [0.3853, -0.0038, -0.0629], [-0.8023, -0.7687, -0.4165], [0.3155, 0.6536, 0.1469], [0.4374, 0.1235, 0.3898], [-0.1648, -2.3621, -0.4170], [1.0862, 1.9901, 1.0033], [-0.8898, 0.3673, -0.7891], [0.3068, 1.0260, -0.5960], [0.0054, -0.3964, 0.4999], [0.0080, -0.0592, 0.1447], [-1.8602, 1.2453, 1.9137], [-0.1777, 0.8695, -0.0218], [1.6183, -2.0134, -1.7196]],
  "mulliken_charge": [-0.343, 0.122, -0.122, -0.202, 0.491, -0.822, 0.245, 0.532, -0.778, 0.345, 0.355, -0.651, 0.278, 0.405, -0.710, 0.413, 0.297, -0.463, 0.235, 0.214, -0.586, 0.266, 0.249, -0.691, 0.479, 0.315, -0.727, 0.322, 0.080, -0.740, 0.336, 0.072, -0.608, 0.252, 0.335, -0.711, 0.266, 0.365, -0.622, 0.262, 0.273, -0.681, 0.303, 0.483, -0.674, 0.278, 0.385, -0.673, 0.315, 0.335, -0.859, 0.410, 0.386, -0.719, 0.329, 0.356]
}